Record 1
Formula: C2H4N4OS
Source: the OMol25 dataset
Level of theory: wB97M-V/def2-TZVPD

Each line ends with the natural charge from an NBO analysis.
Element x y z (Å)
1 C -1.667 -0.340 0.064  0.6626
2 C 0.634 -0.324 -0.061  0.2258
3 H 1.071 2.575 -0.587  0.3747
4 H 1.370 1.997 0.938  0.3782
5 H -3.467 -0.009 -0.244  0.3552
6 H -0.395 -2.190 0.091  0.4603
7 N 0.670 2.111 0.178  -0.5963
8 N 0.179 0.932 -0.287  -0.0112
9 N -2.873 -0.810 -0.017  -0.7185
10 N -0.479 -1.131 0.165  -0.6165
11 O -1.291 0.931 -0.008  -0.3417
12 S 2.218 -0.848 -0.026  -0.1726

Computed properties:
**E_LUMO**: 0.0116 Eh
**Structure (SMILES)**: [H]/N=c1/[nH]c(=S)n(N)o1
**Net charge**: 0
**Kohn-Sham gap**: 9.56 eV
**ΔE to the lowest compared entry with this formula, charge and spin**: 128.1 kJ/mol

=====

Record 2
Formula: C20H30As2F12MnO15
Source: the OMol25 dataset
Level of theory: wB97M-V/def2-TZVPD

Each line ends with the Löwdin charge.
Element x y z (Å)
1 Mn 13.710 21.575 1.208  0.9925
2 As 12.784 21.049 4.732  0.9787
3 F 14.408 21.902 4.879  -0.2852
4 F 13.594 19.475 4.710  -0.2661
5 F 11.232 20.203 4.391  -0.2594
6 F 11.853 22.608 4.850  -0.2692
7 F 13.007 21.184 2.967  -0.3133
8 F 12.662 20.881 6.548  -0.2861
9 As 13.138 18.219 -0.674  0.9124
10 F 13.059 16.585 -1.409  -0.2709
11 F 11.340 18.333 -0.585  -0.2649
12 F 13.276 19.853 0.205  -0.3179
13 F 14.897 18.186 -0.765  -0.2599
14 F 13.000 19.045 -2.212  -0.2451
15 F 13.231 17.439 0.907  -0.2550
16 C 13.127 27.666 3.637  0.0028
17 C 11.996 26.865 3.034  -0.3258
18 C 11.910 27.001 1.543  -0.0258
19 O 11.883 25.581 1.127  0.1099
20 C 12.170 24.820 2.099  -0.5451
21 O 12.392 23.599 1.993  0.0805
22 O 12.323 25.516 3.223  0.1166
23 H 14.053 27.095 3.568  0.0864
24 H 12.828 27.893 4.661  0.0965
25 H 13.268 28.601 3.094  0.0886
26 H 11.021 27.074 3.476  0.1667
27 H 12.725 27.575 1.102  0.1334
28 H 11.022 27.528 1.195  0.1370
29 C 18.855 24.738 2.188  -0.0178
30 C 18.073 24.306 3.370  -0.3082
31 C 16.948 25.197 3.856  -0.0497
32 O 15.805 24.416 3.648  0.1492
33 C 16.101 23.376 2.951  -0.4939
34 O 15.290 22.677 2.320  0.0983
35 O 17.410 23.192 2.855  0.1132
36 H 19.531 23.949 1.859  0.0987
37 H 19.509 25.557 2.488  0.1021
38 H 18.328 24.988 1.267  0.0877
39 H 18.730 23.982 4.176  0.1703
40 H 16.971 26.113 3.266  0.1419
41 H 16.908 25.487 4.906  0.1553
42 C 10.064 25.852 -1.915  0.0096
43 C 10.843 24.606 -2.250  -0.3275
44 C 12.264 24.843 -2.766  -0.0853
45 O 12.986 23.875 -2.069  0.1055
46 C 12.225 23.258 -1.181  -0.4919
47 O 12.639 22.380 -0.444  0.0667
48 O 10.988 23.733 -1.180  0.1466
49 H 10.323 26.658 -2.602  0.0959
50 H 10.326 26.175 -0.908  0.0710
51 H 9.004 25.599 -1.892  0.0979
52 H 10.365 23.998 -3.018  0.1629
53 H 12.592 25.871 -2.613  0.1351
54 H 12.326 24.620 -3.831  0.1438
55 C 16.782 24.278 -3.422  -0.0127
56 C 17.380 23.035 -2.768  -0.2563
57 C 18.008 23.407 -1.418  -0.0520
58 O 17.243 22.596 -0.502  0.0993
59 C 16.190 22.121 -1.063  -0.5362
60 O 15.186 21.734 -0.443  0.0625
61 O 16.317 22.129 -2.372  0.1338
62 H 16.186 24.950 -2.804  0.0907
63 H 16.155 23.874 -4.217  0.0944
64 H 17.588 24.855 -3.875  0.0960
65 H 18.068 22.482 -3.408  0.1629
66 H 17.938 24.468 -1.176  0.1285
67 H 19.047 23.077 -1.390  0.1393
68 C 18.705 17.290 0.687  0.0011
69 C 17.785 17.563 1.904  -0.2018
70 C 18.223 18.661 2.902  -0.0737
71 O 17.299 19.675 2.818  0.1758
72 C 16.320 19.318 2.034  -0.3939
73 O 15.339 20.027 1.836  0.3461
74 O 16.518 18.134 1.476  0.1574
75 H 19.028 18.198 0.177  0.0870
76 H 18.241 16.634 -0.049  0.0994
77 H 19.636 16.807 0.985  0.0957
78 H 17.617 16.573 2.328  0.1659
79 H 19.257 18.973 2.751  0.1492
80 H 18.335 18.216 3.891  0.1522

Computed properties:
**Expectation value of S²**: 12.01
**E_LUMO (alpha / beta)**: -0.0966 / -0.3397 Eh
**Net charge**: +1
**Kohn-Sham gap (alpha / beta)**: 10.62 / 4.20 eV
**2S+1**: 7

=====

Record 3
Formula: C2H4N4S
Source: the OMol25 dataset
Level of theory: wB97M-V/def2-TZVPD

Each line ends with the natural charge from an NBO analysis.
Element x y z (Å)
1 C -0.811 0.630 1.339  -0.0797
2 C -1.034 -0.269 0.243  -0.0130
3 N 0.414 1.173 1.320  -0.1365
4 N 1.079 0.757 0.288  -0.2994
5 N -0.101 -0.100 -0.701  -0.0922
6 N 0.558 -0.915 -1.567  -0.5891
7 S -2.446 -1.159 0.122  -0.1581
8 H -1.415 0.646 2.262  0.2398
9 H 1.666 1.385 -0.164  0.3723
10 H 1.173 -0.442 -2.172  0.3830
11 H 0.918 -1.705 -0.971  0.3730

Computed properties:
**E_LUMO**: -0.0102 Eh
**Structure (SMILES)**: Nn1[nH]ncc1=S
**Net charge**: 0
**Kohn-Sham gap**: 7.99 eV
**ΔE to the lowest compared entry with this formula, charge and spin**: 395.9 kJ/mol